# 1
Here is a structure of composition C5H7NO from the OMol25 dataset. Energies are from ωB97M-V/def2-TZVPD.

## Properties
HOMO = -9.75 eV
LUMO level = 0.86 eV
Spin multiplicity = 1
Relative energy (zero: lowest compared OMol25 entry of this formula, charge and spin) = 279.34 kJ/mol
Total charge = 0

Atoms and positions in Å:
O 0.882 0.171 -1.983
C -0.240 0.326 -1.163
C -0.837 -0.818 -0.381
C -0.207 -0.854 0.967
C 0.824 0.248 1.078
C -0.164 1.024 0.206
N -1.306 0.106 0.690
H 1.458 -0.493 -1.584
H -1.014 0.805 -1.769
H -1.465 -1.627 -0.740
H -0.366 -1.695 1.635
H 1.854 0.104 0.736
H 0.828 0.643 2.098
H -0.244 2.109 0.278

# 2
Here is a cluster of 3 separate species, C3H8N2O2 in total in a non-equilibrium geometry from the OMol25 dataset. Energies are from ωB97M-V/def2-TZVPD.

## Properties
HOMO = -8.73 eV
LUMO level = 0.53 eV
Spin multiplicity = 1
Structure (SMILES) = c1c[nH]cn1.O.O
Relative energy (zero: lowest compared OMol25 entry of this formula, charge and spin) = 105.46 kJ/mol
Total charge = 0

Atoms and positions in Å:
C -2.221 0.969 0.023
C -1.427 0.682 1.111
N -0.804 -0.481 0.802
C -1.294 -0.917 -0.386
N -2.127 -0.060 -0.910
H -2.787 1.850 -0.215
H -1.118 1.209 1.997
H -0.197 -1.058 1.344
H -0.884 -1.793 -0.861
O 2.277 0.104 1.297
H 2.279 0.080 0.318
H 3.211 0.041 1.503
O 1.836 -0.125 -1.606
H 1.125 -0.697 -1.922
H 2.130 0.197 -2.494

# 3
Here is a cluster of 3 separate species, C22H32N2O8S2 in total in a non-equilibrium geometry from the OMol25 dataset. Energies are from ωB97M-V/def2-TZVPD.

## Properties
HOMO = -8.07 eV
LUMO level = 0.21 eV
Spin multiplicity = 1
Structure (SMILES) = CC(C)=CCC[C@H](C)CCc1cccc2nccnc12.O=S1(=O)OCCO1.O=S1(=O)OCCO1
Total charge = 0

Atoms and positions in Å:
C 1.095 -1.084 1.972
C 1.312 -2.164 0.953
C 2.765 -2.481 0.670
C 0.346 -2.804 0.282
C -1.036 -3.003 0.842
C -2.274 -3.126 -0.086
C -2.126 -3.180 -1.611
C -1.126 -4.236 -2.139
C -2.014 -1.812 -2.337
C -0.597 -1.226 -2.491
C -0.301 0.148 -1.909
C 0.621 0.915 -2.592
C 1.012 2.201 -2.160
C 0.436 2.731 -1.038
C -0.512 1.996 -0.294
N -1.024 2.588 0.833
C -1.894 1.847 1.464
C -2.261 0.546 1.060
N -1.756 -0.037 0.010
C -0.866 0.698 -0.719
H 1.847 -0.313 1.786
H 1.237 -1.397 3.011
H 0.127 -0.600 1.894
H 3.296 -2.599 1.611
H 3.229 -1.690 0.073
H 2.810 -3.384 0.069
H 0.672 -3.222 -0.660
H -0.990 -3.890 1.478
H -1.214 -2.187 1.541
H -2.953 -2.305 0.139
H -2.832 -4.019 0.207
H -3.094 -3.542 -1.966
H -1.659 -5.041 -2.645
H -0.628 -4.709 -1.298
H -0.405 -3.845 -2.852
H -2.395 -2.021 -3.339
H -2.719 -1.106 -1.916
H 0.177 -1.917 -2.169
H -0.416 -1.111 -3.559
H 1.069 0.518 -3.496
H 1.749 2.759 -2.718
H 0.727 3.716 -0.702
H -2.343 2.239 2.371
H -2.987 -0.009 1.644
O 2.626 -0.485 -4.483
S 3.931 -0.175 -4.946
O 4.469 -0.777 -6.108
O 4.951 -0.369 -3.727
C 5.670 0.845 -3.479
C 4.719 1.940 -3.910
O 4.079 1.414 -5.082
H 6.577 0.839 -4.087
H 5.937 0.913 -2.428
H 5.227 2.871 -4.146
H 3.955 2.122 -3.152
O -5.109 2.322 5.730
S -3.828 2.713 5.273
O -3.222 2.104 4.142
O -2.811 2.660 6.507
C -2.197 3.942 6.701
C -3.228 4.934 6.205
O -3.803 4.298 5.055
H -1.284 3.980 6.103
H -1.951 4.082 7.750
H -2.792 5.889 5.926
H -4.018 5.094 6.941

# 4
Here is a cluster of 5 separate species, C27H59N2O12S4 in total from the OMol25 dataset. Energies are from ωB97M-V/def2-TZVPD.

## Properties
HOMO = -11.82 eV
LUMO level = -3.76 eV
Spin multiplicity = 1
Total charge = +1

Atoms and positions in Å:
C -9.125 -5.147 3.666
C -7.641 -5.171 3.332
C -7.266 -4.103 2.309
C -7.221 -2.685 2.892
C -5.834 -2.056 2.927
C -5.105 -2.048 1.584
C -4.094 -0.887 1.520
C -2.889 -1.180 0.618
C -3.258 -1.590 -0.823
C -2.808 -0.579 -1.868
C -3.528 0.741 -1.796
C -4.845 0.899 -1.365
C -5.441 2.148 -1.356
C -4.735 3.271 -1.772
N -5.202 4.597 -1.830
N -3.460 3.101 -2.163
C -2.863 1.897 -2.195
H -9.728 -5.458 2.819
H -9.470 -4.164 3.981
H -9.357 -5.827 4.482
H -7.418 -6.143 2.897
H -7.075 -5.037 4.252
H -6.313 -4.377 1.858
H -7.992 -4.149 1.501
H -7.890 -2.037 2.331
H -7.587 -2.725 3.916
H -5.950 -1.017 3.233
H -5.187 -2.535 3.660
H -5.823 -1.905 0.775
H -4.594 -2.985 1.376
H -4.585 0.019 1.169
H -3.716 -0.742 2.528
H -2.331 -1.995 1.075
H -2.216 -0.325 0.600
H -4.315 -1.811 -0.932
H -2.743 -2.519 -1.049
H -2.968 -1.005 -2.859
H -1.741 -0.389 -1.781
H -5.406 0.037 -1.039
H -6.457 2.289 -1.030
H -5.754 4.840 -1.019
H -5.751 4.730 -2.672
H -2.936 3.912 -2.469
H -1.845 1.857 -2.540
O 0.635 2.572 -2.877
S 1.640 1.861 -3.626
O 1.996 0.529 -3.258
O 2.930 2.759 -3.726
C 3.532 3.252 -2.497
C 4.276 2.182 -1.730
C 1.212 1.886 -5.333
H 2.762 3.725 -1.886
H 4.218 4.031 -2.821
H 3.598 1.417 -1.351
H 4.798 2.625 -0.885
H 5.006 1.688 -2.368
H 0.956 2.902 -5.622
H 0.356 1.225 -5.458
H 2.056 1.515 -5.907
O 7.408 2.459 -1.136
S 8.451 1.748 -1.818
O 8.847 0.455 -1.360
O 9.718 2.690 -1.935
C 10.249 3.279 -0.722
C 11.013 2.289 0.132
C 8.083 1.656 -3.537
H 9.437 3.750 -0.167
H 10.914 4.068 -1.067
H 10.357 1.516 0.530
H 11.483 2.802 0.971
H 11.788 1.795 -0.453
H 7.802 2.643 -3.894
H 7.256 0.958 -3.647
H 8.959 1.284 -4.060
O -11.270 -5.752 0.525
S -10.606 -4.910 -0.420
O -9.951 -3.711 0.010
O -11.612 -4.557 -1.596
C -12.890 -3.979 -1.243
C -12.787 -2.526 -0.827
C -9.473 -5.864 -1.368
H -13.358 -4.587 -0.467
H -13.494 -4.072 -2.142
H -12.229 -2.414 0.101
H -13.785 -2.114 -0.676
H -12.275 -1.944 -1.594
H -9.974 -6.762 -1.720
H -8.648 -6.122 -0.706
H -9.115 -5.262 -2.198
O 13.917 3.030 1.937
S 14.814 3.669 2.852
O 16.225 3.519 2.691
O 14.401 3.266 4.331
C 14.294 1.859 4.644
C 15.643 1.181 4.782
C 14.430 5.382 2.969
H 13.673 1.369 3.893
H 13.757 1.825 5.589
H 16.178 1.158 3.834
H 15.507 0.154 5.121
H 16.267 1.713 5.500
H 13.360 5.497 3.116
H 14.738 5.838 2.031
H 14.989 5.809 3.796

no.,frontier orbital gap (hartree)
1,0.39021
2,0.34049
3,0.30453
4,0.29629